8
Properties=species:S:1:pos:R:3:mulliken_charge:R:1 method="wB97M-V/def2-TZVPD" multiplicity=1 orbital_gap_ev="7.268 / 7.936" charge=0
S -2.4164 0.8218 -0.4886 -0.313
P 1.0451 1.1163 -0.4669 -0.103
P -0.7126 -0.0138 -0.1465 0.318
O -0.4983 -1.2942 -1.1058 -0.474
H 0.8959 2.0075 0.6247 0.120
H 1.6352 0.0250 0.2598 0.084
H -0.3912 -0.8916 2.2561 0.000
H 0.4424 -1.7710 -0.9329 0.366

---

6
Properties=species:S:1:pos:R:3:mulliken_charge:R:1 method="wB97M-V/def2-TZVPD" multiplicity=1 orbital_gap_ev=8.834 charge=0
S 0.5880 -1.0611 0.4153 -0.373
O -0.3722 1.0624 0.1206 -0.522
H 1.6997 -0.8291 -0.2812 0.149
H -0.8689 1.3790 -0.6545 0.294
H -0.9708 1.2910 0.8409 0.309
H -0.0758 -1.8422 -0.4411 0.143

---

7
Properties=species:S:1:pos:R:3:mulliken_charge:R:1 method="wB97M-V/def2-TZVPD" multiplicity=1 orbital_gap_ev=10.212 charge=0
S 1.6128 0.8802 0.3336 -0.282
S -1.9249 0.1442 0.4037 -0.273
Si 0.0017 -0.5105 -0.1300 0.334
H 1.0058 1.4226 -0.7697 0.179
H 0.1835 -0.6515 -1.5656 -0.084
H -1.3425 1.0322 1.3656 0.184
H 0.4635 -2.3173 0.3624 -0.057

---

6
Properties=species:S:1:pos:R:3:mulliken_charge:R:1 method="wB97M-V/def2-TZVPD" multiplicity=1 orbital_gap_ev=10.201 charge=0
S 1.6493 0.0450 0.0737 -0.330
Si -0.5184 0.3431 0.0602 0.433
H -0.6780 1.7173 0.4992 -0.091
H 1.5419 -1.2154 -0.4006 0.141
H -0.9575 -0.4201 -1.3037 -0.048
H -1.0373 -0.4698 1.0713 -0.105

---

6
Properties=species:S:1:pos:R:3:mulliken_charge:R:1 method="wB97M-V/def2-TZVPD" multiplicity=1 orbital_gap_ev=9.817 charge=0
S -1.6000 0.3699 -0.3049 -0.315
Si 0.5144 -0.1051 -0.3390 0.394
H 1.2276 1.0992 -0.4720 -0.096
H 1.0329 -0.8904 -1.4697 -0.076
H 0.4958 -0.4395 1.5249 -0.070
H -1.6708 -0.0341 1.0607 0.163

---

6
Properties=species:S:1:pos:R:3:mulliken_spin:R:1 method="wB97M-V/def2-TZVPD" multiplicity=3 orbital_gap_ev="5.078 / 7.903" charge=0
S 1.5945 -0.2506 -0.3883 1.368
Si -0.5549 0.1110 -0.3085 0.263
H -1.1545 -1.1527 -0.7892 0.026
H -0.6501 0.2723 1.1761 0.047
H 1.5724 -0.4553 0.9690 0.280
H -0.8075 1.4752 -0.6590 0.017

---

7
Properties=species:S:1:pos:R:3:mulliken_spin:R:1 method="wB97M-V/def2-TZVPD" multiplicity=3 orbital_gap_ev="7.638 / 6.139" charge=0
S 3.6930 0.1738 -0.3479 0.400
Si -0.6216 0.7429 -0.1988 1.464
Si 1.9613 -0.1713 0.5621 -0.026
H 1.4282 0.3710 1.7202 0.018
H 1.2921 -1.4300 0.4711 0.000
H -1.3317 -0.5596 -0.2127 0.073
H -1.4602 1.9934 -0.2131 0.072

---

8
Properties=species:S:1:pos:R:3:mulliken_charge:R:1 method="wB97M-V/def2-TZVPD" multiplicity=1 orbital_gap_ev=7.590 charge=0
I -4.2711 -1.1275 1.5189 -0.089
Si -4.9823 -1.2148 -0.8728 0.146
Si -0.4613 -0.2721 1.0774 0.282
H -1.0438 0.8669 2.0422 -0.046
H 0.9726 0.4318 0.8296 -0.080
H -3.8868 -0.2324 -1.2588 -0.051
H -0.0942 -1.5546 1.6627 -0.067
H -1.4211 -0.2627 -0.0890 -0.096

---

10
Properties=species:S:1:pos:R:3:mulliken_charge:R:1 method="wB97M-V/def2-TZVPD" multiplicity=1 orbital_gap_ev="8.095 / 8.095" charge=0
S -2.5227 0.7330 -0.1234 -0.364
P -0.6827 0.0179 0.0307 0.610
O -0.4276 -0.9906 1.2603 -0.501
N -0.3742 -0.9271 -1.2686 -0.361
N 1.4793 1.1409 0.5885 -0.714
H 0.0431 -1.8051 -1.2251 0.237
H 1.7112 1.8216 -0.1087 0.195
H 0.4735 -0.7870 1.6208 0.404
H 1.0399 1.4735 1.3971 0.276
H -0.7398 -0.6770 -2.1717 0.218

---

9
Properties=species:S:1:pos:R:3:mulliken_charge:R:1 method="wB97M-V/def2-TZVPD" multiplicity=1 orbital_gap_ev=9.542 charge=0
S 0.6474 -0.7757 2.3278 -0.264
P -0.1506 0.8065 1.2895 0.051
N 0.4052 0.1819 -0.2879 -0.258
N -0.6410 -0.2799 -1.1235 -0.524
H 1.1035 0.7285 -0.8975 0.249
H -0.9335 0.4462 -1.8004 0.218
H -1.3433 0.1447 0.9951 0.110
H 0.6251 -0.1505 3.6465 0.153
H -0.1436 -1.0586 -1.6962 0.266

---

10
Properties=species:S:1:pos:R:3:mulliken_charge:R:1 method="wB97M-V/def2-TZVPD" multiplicity=1 orbital_gap_ev="6.614 / 6.613" charge=0
S 2.3727 1.3971 0.1890 -0.417
S -1.4932 2.0046 -0.1596 -0.184
P -0.4870 0.1379 -0.0878 0.555
N -0.8089 -0.4294 1.4816 -0.514
N -1.0666 -0.9270 -1.1072 -0.599
H -1.1726 -0.5094 -2.0322 0.261
H 1.9610 2.0130 -1.0136 0.126
H -0.5250 2.5704 0.4631 0.190
H -0.4087 0.2918 2.1524 0.319
H -0.2764 -1.2220 1.4562 0.262

---

10
Properties=species:S:1:pos:R:3:mulliken_charge:R:1 method="wB97M-V/def2-TZVPD" multiplicity=1 orbital_gap_ev=8.885 charge=-1
P 0.8097 -1.2280 0.1528 -0.106
O -0.2173 2.1042 0.8802 -0.438
N 0.8748 0.1369 -0.5520 -0.660
N -1.4579 1.4333 0.8246 -0.537
N 0.8207 -2.3874 -0.9023 -0.654
H 0.7783 -0.0127 -1.6329 0.252
H -1.3593 0.4638 1.2758 0.244
H 0.3605 1.4231 0.6577 0.412
H 0.9971 -3.2774 -0.4749 0.214
H -1.6066 1.3445 -0.2289 0.274

---

Respective relative energy (zero: lowest compared OMol25 entry of this formula, charge and spin) values: 3.237; 1.254; 1.132; 0.495; 1.502; 1.127; 0.000; 2.096; 2.621; 2.289; 3.522; 0.241 eV.
Respective calculated total energy values: -31522.07790; -12946.22445; -29612.62478; -18777.27859; -18776.27093; -18772.10968; -26651.03819; -23934.69417; -25232.36063; -23183.75523; -34018.89258; -15886.68633 eV.